No. 1
Below is a structure of composition C9H26CdClN2O3 in a non-equilibrium geometry, with properties calculated with ωB97M-V with the def2-TZVPD basis set.

Last column: Löwdin charge in e.
Geometry (Å):
Cd1 1.3691 -0.7937 -0.5330  1.254
Cl1 5.1769 -1.5412 -1.1048  -0.410
C1 -2.1371 -4.3100 2.2920  -0.043
C2 -1.6721 -3.4429 1.1113  -0.431
C3 -2.4873 -2.1008 1.0999  -0.195
O1 -1.9852 -1.1280 0.1715  -0.232
C4 -2.7087 0.1007 0.3359  -0.111
N1 -0.2594 -3.1629 1.2732  0.014
H1 -3.2049 -4.1330 2.4201  0.084
H2 -1.6002 -4.1532 3.2275  0.089
H3 -2.0550 -5.3355 1.9316  0.088
H4 -1.7505 -3.9332 0.1410  0.141
H5 -2.3601 -1.7899 2.1369  0.125
H6 -3.5228 -2.3943 0.9275  0.133
H7 -2.1985 1.0232 0.0588  0.083
H8 -2.9755 0.3549 1.3617  0.083
H9 -3.7003 0.0493 -0.1139  0.093
H10 0.1353 -4.0925 1.2821  0.081
H11 -0.1630 -3.0618 2.2735  0.065
C5 2.4484 4.0601 2.5108  -0.069
C6 1.7491 3.3211 1.3768  -0.427
C7 2.1999 3.8818 0.0548  -0.172
O2 1.5021 3.0650 -0.9488  -0.244
C8 1.6299 3.4970 -2.3509  -0.079
N2 2.0286 1.8594 1.4950  0.032
H12 3.5219 4.2470 2.4823  0.090
H13 2.1276 3.7213 3.4959  0.083
H14 2.0919 5.0866 2.5965  0.084
H15 0.6762 3.4315 1.5346  0.142
H16 3.2772 3.7183 0.0265  0.133
H17 1.9093 4.9323 0.0668  0.137
H18 2.6278 3.3879 -2.7758  0.086
H19 1.3140 4.5143 -2.5821  0.082
H20 0.8855 2.9074 -2.8860  0.078
H21 1.6769 1.5063 2.3735  0.065
H22 3.0219 1.7766 1.6580  0.074
C9 -1.4257 -2.4581 -4.8472  -0.183
O3 -0.3315 -2.2157 -4.0285  -0.146
H23 -1.2226 -2.0806 -5.8493  0.084
H24 -1.6072 -3.5328 -4.8603  0.085
H25 -2.2895 -1.9268 -4.4475  0.082
H26 0.2879 -2.8551 -4.3880  0.075

The value obtained for the HOMO-LUMO gap is 4.5 eV. The charge is +1. The spin multiplicity is 1. The calculation puts the HOMO energy at -12.1888 eV. For the energy, the calculation gives -35951.481 eV. Its LUMO energy is -7.70 eV. The molecular weight is 358.18 g mol⁻¹.

=====

No. 2
Below is a cluster of 9 separate species, C9H26Cl2N8O16 in total in a non-equilibrium geometry, with properties calculated with ωB97M-V with the def2-TZVPD basis set.

Last column: Löwdin charge in e.
Geometry (Å):
C1 3.0614 -1.7441 1.5800  0.062
N1 2.3677 -2.8907 0.9299  -0.411
O1 1.5831 -2.6149 0.0624  0.008
O2 2.5962 -4.0152 1.3056  0.107
H1 4.0402 -1.6479 1.1199  0.116
H2 3.2438 -2.0266 2.6091  0.098
H3 2.4348 -0.8698 1.5219  0.049
C2 0.4774 -0.1333 0.0353  0.005
N2 0.0277 0.1076 1.4154  -0.421
O3 -0.5228 1.1560 1.6536  0.065
O4 0.2236 -0.7793 2.2017  0.073
H4 -0.3369 -0.5461 -0.5512  0.096
H5 1.2542 -0.9041 0.0887  0.035
H6 0.9498 0.7414 -0.3941  0.058
C3 -1.2036 -3.7078 -0.8786  0.040
N3 -1.9770 -4.7910 -1.5733  -0.466
O5 -2.9649 -4.4872 -2.2089  0.044
O6 -1.5682 -5.8873 -1.4826  0.103
H7 -1.0280 -4.0408 0.1323  0.099
H8 -1.8395 -2.8313 -0.9103  0.082
H9 -0.2976 -3.5376 -1.4363  0.077
C4 1.8799 -1.1101 -2.8873  0.028
N4 2.0977 -0.6853 -4.2895  -0.493
O7 1.8402 -1.4585 -5.1532  0.083
O8 2.5020 0.4025 -4.4686  0.084
H10 2.5560 -0.5381 -2.2678  0.101
H11 1.9839 -2.1769 -2.8182  0.096
H12 0.8590 -0.8007 -2.6715  0.052
C5 0.3985 4.3070 0.3974  0.035
N5 1.8062 4.1044 -0.0588  -0.479
O9 2.5197 5.0536 -0.0633  0.084
O10 2.1365 3.0057 -0.3567  0.046
H13 0.0280 5.1808 -0.1134  0.080
H14 0.4489 4.4438 1.4676  0.100
H15 -0.1619 3.4179 0.1417  0.052
C6 -2.9976 -1.6099 -4.5181  0.048
N6 -1.9556 -1.3796 -3.5495  -0.456
O11 -1.0005 -2.1182 -3.5370  0.055
O12 -2.0744 -0.4614 -2.8008  0.035
H16 -3.1324 -0.7212 -5.1193  0.106
H17 -3.8991 -1.8861 -3.9862  0.110
H18 -2.6798 -2.4354 -5.1465  0.108
C7 0.8873 1.4662 4.7707  0.054
N7 1.9751 0.7739 4.0148  -0.460
O13 2.3170 1.2802 3.0194  0.080
O14 2.4489 -0.2646 4.4439  0.064
H19 1.2171 2.4636 5.0425  0.107
H20 0.6269 0.9174 5.6588  0.091
H21 0.0579 1.5620 4.0691  0.070
C8 -3.2219 0.9297 4.3229  0.048
N8 -2.5277 1.5139 5.4838  -0.474
O15 -2.3226 2.6824 5.4498  0.081
O16 -2.1957 0.7657 6.3887  0.058
H22 -4.0145 0.2949 4.6910  0.100
H23 -2.4718 0.3923 3.7561  0.088
H24 -3.6162 1.7385 3.7264  0.097
C9 -0.6113 3.2438 -3.7847  -0.979
Cl1 -0.2958 4.9143 -3.2917  0.532
Cl2 -0.2676 2.0828 -2.4959  0.596
H25 -1.6578 3.1608 -4.0433  0.025
H26 -0.0041 2.9978 -4.6438  0.029

The value obtained for the HOMO-LUMO gap is 10.8 eV. The relative energy (zero: lowest compared OMol25 entry of this formula, charge and spin) is 0.104 eV. The charge is 0. The spin multiplicity is 1. The calculation puts the HOMO energy at -11.0820 eV. The structure (SMILES) is C[N+](=O)[O-].C[N+](=O)[O-].C[N+](=O)[O-].C[N+](=O)[O-].C[N+](=O)[O-].C[N+](=O)[O-].C[N+](=O)[O-].C[N+](=O)[O-].ClCCl. For the energy, the calculation gives -79457.518 eV. Its LUMO energy is -0.32 eV. The molecular weight is 573.25 g mol⁻¹.

=====

No. 3
Below is a cluster of 4 separate species, C9H26IN2O3 in total in a non-equilibrium geometry, with properties calculated with ωB97M-V with the def2-TZVPD basis set.

Last column: Löwdin charge in e.
Geometry (Å):
I1 0.1194 4.5364 -0.3587  -0.999
C1 -0.3163 0.0256 7.3439  -0.099
C2 -1.7351 0.5741 7.3049  -0.408
C3 -2.4808 0.3332 8.6680  -0.180
O1 -3.7471 1.0423 8.6341  -0.197
C4 -4.6594 0.4844 9.6036  -0.113
N1 -1.7046 2.0365 7.0558  0.042
H1 0.1479 -0.0293 6.3592  0.078
H2 -0.2370 -0.9859 7.7422  0.072
H3 0.2877 0.7070 7.9430  0.070
H4 -2.0842 -0.0642 6.4932  0.133
H5 -1.9204 0.6661 9.5416  0.122
H6 -2.6709 -0.7385 8.7269  0.111
H7 -4.8535 -0.5489 9.3161  0.075
H8 -5.6305 0.9718 9.6907  0.081
H9 -4.2294 0.4498 10.6046  0.076
H10 -1.2793 2.3464 6.1937  0.075
H11 -1.1118 2.3745 7.8004  0.061
C5 1.4406 -0.5812 -8.8804  -0.076
C6 2.0398 -0.0454 -7.6111  -0.435
C7 3.6486 0.0452 -7.6516  -0.150
O2 4.3617 -1.2019 -7.5731  -0.188
C8 5.7190 -1.0431 -7.7584  -0.159
N2 1.5008 1.2690 -7.3508  0.009
H12 0.4378 -0.9443 -8.6550  0.070
H13 1.9686 -1.4928 -9.1601  0.077
H14 1.2819 0.1527 -9.6705  0.081
H15 1.7078 -0.5860 -6.7248  0.132
H16 3.9815 0.6502 -6.8082  0.117
H17 3.8909 0.5399 -8.5922  0.118
H18 6.0513 -2.0529 -7.9993  0.087
H19 6.2377 -0.6966 -6.8645  0.087
H20 6.0437 -0.4383 -8.6051  0.084
H21 0.5116 1.2044 -7.1571  0.074
H22 1.7188 1.5380 -6.4020  0.073
C9 -2.4089 -2.0012 -1.1018  -0.218
O3 -2.8246 -1.3197 0.0082  -0.100
H23 -2.4021 -1.3441 -1.9714  0.077
H24 -1.4180 -2.4553 -1.1067  0.072
H25 -3.1478 -2.7953 -1.2102  0.079
H26 -2.2354 -0.5821 0.1827  0.090

The value obtained for the HOMO-LUMO gap is 5.8 eV. The relative energy (zero: lowest compared OMol25 entry of this formula, charge and spin) is 2.371 eV. The charge is -1. The spin multiplicity is 1. The calculation puts the HOMO energy at -3.3560 eV. For the energy, the calculation gives -26977.508 eV. Its LUMO energy is 2.41 eV. The molecular weight is 337.22 g mol⁻¹.

=====

No. 4
Below is a structure of composition C9H26N4O3Rb in a non-equilibrium geometry, with properties calculated with ωB97M-V with the def2-TZVPD basis set.

Last column: Löwdin charge in e.
Geometry (Å):
Rb1 0.2144 1.0375 -1.8108  0.953
C1 -1.3823 3.3336 2.6780  -0.047
C2 -1.1895 2.5952 1.3358  -0.429
C3 -2.2531 3.0313 0.3661  -0.197
O1 -2.2046 2.2454 -0.8307  -0.309
C4 -3.1266 2.7124 -1.7794  -0.115
N1 0.1598 2.8247 0.7814  0.004
H1 -0.5472 3.1433 3.3507  0.080
H2 -2.2820 3.0250 3.2148  0.085
H3 -1.4696 4.4094 2.4997  0.086
H4 -1.2752 1.5311 1.5687  0.127
H5 -2.1447 4.0894 0.1048  0.140
H6 -3.2268 2.8710 0.8408  0.142
H7 -3.1454 2.0219 -2.6253  0.093
H8 -2.8848 3.7115 -2.1644  0.099
H9 -4.1470 2.7667 -1.3824  0.100
H10 0.8719 2.4513 1.3999  0.071
H11 0.3338 3.8249 0.7397  0.087
C5 -0.6819 -2.0829 0.7865  -0.049
C6 0.3845 -1.2340 1.4596  -0.423
C7 1.0238 -1.9529 2.6325  -0.237
O2 1.6072 -3.1397 2.1847  -0.180
C8 2.1257 -3.9434 3.2270  -0.087
N2 1.3788 -0.7504 0.4695  0.014
H12 -1.1805 -1.5100 0.0020  0.066
H13 -1.4323 -2.3901 1.5160  0.088
H14 -0.2504 -2.9707 0.3256  0.087
H15 -0.1368 -0.3781 1.9084  0.120
H16 0.2411 -2.1106 3.3928  0.136
H17 1.7824 -1.3116 3.1098  0.131
H18 2.5306 -3.3435 4.0492  0.089
H19 2.9314 -4.5459 2.8127  0.091
H20 1.3484 -4.5893 3.6450  0.093
H21 1.5462 0.2397 0.6029  0.019
H22 2.2620 -1.2109 0.6660  0.080
C9 1.5651 -1.5464 -4.7444  -0.662
O3 1.0567 -0.8711 -3.8586  -0.097
N3 0.8158 -2.2301 -5.6462  0.167
N4 2.9253 -1.6844 -4.9181  0.154
H23 -0.1806 -2.1900 -5.5379  0.111
H24 1.2233 -2.9693 -6.1910  0.109
H25 3.2503 -1.7074 -5.8721  0.103
H26 3.5632 -1.2026 -4.3090  0.103

The value obtained for the HOMO-LUMO gap is 9.6 eV. The relative energy (zero: lowest compared OMol25 entry of this formula, charge and spin) is 0.000 eV. The charge is +1. The spin multiplicity is 1. The calculation puts the HOMO energy at -12.1442 eV. For the energy, the calculation gives -22509.388 eV. Its LUMO energy is -2.50 eV. The molecular weight is 323.80 g mol⁻¹.